The following is a DFT calculation (ωB97M-V with the def2-TZVPD basis set) of CHNO4 as an isolated structure in a non-equilibrium geometry.

Structure (XYZ):
```
7
Properties=species:S:1:pos:R:3:lowdin_charge:R:1
C 0.14209 -0.12023 -0.50731 -0.500
N -1.09866 1.54806 -0.66439 0.145
O 0.80656 -0.31873 -1.44101 0.181
O -1.33036 1.67506 -1.78642 0.077
O 0.77270 -1.49228 1.47153 -0.022
O -0.16728 -0.30739 0.65314 0.080
H 0.87496 -0.98450 2.27446 0.038
```

The calculation puts the total energy at -394.18989 hartree. Its HOMO energy (spin up / spin down) is -8.532 / -8.532 eV. The value obtained for the largest force on an atom is 2.162 eV/A. The LUMO energy (spin up / spin down) comes out at -0.0734 / -0.0734 Ha.